P:
ORCA calculation (ωB97M-V/def2-TZVPD) on a cluster of 3 separate species, C4H14N2OS in total.

Output
HOMO-LUMO gap = 5.394 eV

```
! RIJCOSX wB97M-V def2-TZVPD def2/J DEFGRID3
* xyz 0 1
C 1.256 -0.528 1.024
N -0.017 0.997 -0.641
C -1.004 -0.005 -1.035
C -1.829 -0.452 0.220
S -3.453 -1.035 -0.378
C 2.672 -0.538 0.482
N 2.829 -0.377 -1.014
H 1.097 0.244 1.782
H 0.846 -1.472 1.347
H 0.818 0.308 0.213
H -0.392 -0.841 -1.369
H -1.692 0.479 -1.727
H -1.374 -1.145 0.922
H -1.830 0.518 0.734
H -3.935 -1.489 0.784
H 3.376 0.176 0.903
H 3.109 -1.533 0.596
H 2.213 -1.143 -1.344
H 2.060 0.230 -1.339
H -2.397 3.126 -0.282
H -0.553 1.793 -0.211
O -1.799 2.688 0.333
*
```

Results of the Löwdin charge analysis, in e, for atoms 1 through 2:
1 C -0.0037
2 N 0.1289

***

Q:
ORCA calculation (ωB97M-V/def2-TZVPD) on a cluster of 2 separate species, C4H14N2OS in total.

Output
HOMO-LUMO gap = 9.520 eV

```
! RIJCOSX wB97M-V def2-TZVPD def2/J DEFGRID3
* xyz 0 1
C 1.710 1.078 0.435
N 0.948 0.052 -0.240
C 0.567 0.299 -1.615
C -0.312 -0.831 -2.120
S -1.775 -1.039 -1.070
C 0.856 2.288 0.844
N 0.108 2.140 2.051
H 2.598 1.458 -0.072
H 2.068 0.641 1.373
H 1.424 -0.841 -0.168
H 0.014 1.230 -1.709
H 1.440 0.356 -2.278
H 0.210 -1.780 -2.203
H -0.752 -0.613 -3.096
H -1.077 -0.902 0.042
H 0.132 2.481 0.048
H 1.548 3.126 0.900
H 0.604 1.875 2.882
H -0.823 1.783 1.962
H -1.039 -2.961 1.519
H -0.564 -1.639 2.001
O -0.314 -2.572 2.037
*
```

Results of the Löwdin charge analysis, in e, for atoms 1 through 2:
1 C -0.2357
2 N -0.1095

***

R:
ORCA calculation (ωB97M-V/def2-TZVPD) on a cluster of 2 separate species, C4H14N2OS in total.

Output
HOMO-LUMO gap = 9.699 eV

```
! RIJCOSX wB97M-V def2-TZVPD def2/J DEFGRID3
* xyz 0 1
N 0.359 -1.641 1.078
C 0.309 -0.714 -0.077
C -0.432 -1.312 -1.368
S 0.472 -2.656 -2.209
C -0.302 0.585 0.387
N -0.056 1.786 -0.424
C -1.329 2.336 -0.937
H 1.281 -2.072 1.103
H -0.390 -2.321 1.119
H 1.345 -0.342 -0.409
H -1.449 -1.655 -1.305
H -0.447 -0.342 -1.982
H 1.698 -2.148 -2.550
H 0.268 0.788 1.305
H -1.456 0.393 0.577
H 0.342 2.437 0.285
H -1.127 2.664 -1.985
H -1.617 3.360 -0.593
H -2.200 1.590 -0.983
H 1.495 -0.979 3.074
H 1.251 0.430 2.893
O 1.986 -0.187 3.002
*
```

Results of the Löwdin charge analysis, in e, for atoms 1 through 2:
1 N 0.0223
2 C -0.4472

***

Q: What are the energies relative to the best structure? A: P 7.217; Q 0.000; R 1.196, in eV.

***

P:
ORCA calculation (ωB97M-V/def2-TZVPD) on a structure of composition C4H5O5S.

Output
HOMO-LUMO gap = 8.554 eV

```
! RIJCOSX wB97M-V def2-TZVPD def2/J DEFGRID3
* xyz -1 1
C -1.026 -1.654 0.096
C -0.454 0.905 -0.733
C 1.073 -0.420 0.250
C -0.433 -0.146 0.379
O -1.874 -1.991 0.908
O -0.581 -2.124 -0.932
O 2.069 1.371 -1.667
O 1.645 2.296 0.522
O -0.973 0.313 1.593
S 1.326 1.276 -0.432
H -0.407 0.395 -1.612
H -1.370 1.638 -0.753
H 1.635 -0.499 1.185
H 1.148 -1.116 -0.584
H -1.777 -0.244 1.781
*
```

Results of the Löwdin charge analysis, in e, for atoms 1 through 2:
1 C -0.6831
2 C -0.1284

***

Q:
ORCA calculation (ωB97M-V/def2-TZVPD) on the ion C4H5O5S with charge -1.

Output
HOMO-LUMO gap = 9.093 eV

```
! RIJCOSX wB97M-V def2-TZVPD def2/J DEFGRID3
* xyz -1 1
C -1.527 0.147 -0.801
C -0.540 -0.440 0.115
C 0.415 0.718 -0.271
C 0.819 1.748 0.754
O -0.307 -2.495 -1.639
O -2.669 0.091 -1.206
O 1.499 -2.024 0.052
O -0.599 -2.909 0.810
O -0.585 1.190 -1.197
S 0.081 -2.184 -0.218
H -0.847 -0.525 1.414
H 1.392 0.541 -0.881
H -0.030 2.270 1.251
H 1.383 2.591 0.342
H 1.515 1.282 1.476
*
```

Results of the Löwdin charge analysis, in e, for atoms 1 through 2:
1 C -0.4007
2 C -0.1993

***

Q: What are the energies relative to the best structure? A: P 0.132; Q 0.000, in eV.

***

P:
ORCA calculation (ωB97M-V/def2-TZVPD) on a cluster of 3 separate species, C3H3BrO in total.

Output
HOMO-LUMO gap = 11.501 eV

```
! RIJCOSX wB97M-V def2-TZVPD def2/J DEFGRID3
* xyz 0 1
C -1.312 -1.199 -0.314
C -1.668 -0.563 0.648
C 0.456 1.240 -0.386
O 0.471 2.135 0.279
Br 3.206 -0.139 -0.028
H -0.950 -1.749 -1.220
H 2.028 0.464 -0.363
H -2.231 -0.189 1.384
*
```

Results of the Löwdin charge analysis, in e, for atoms 1 through 2:
1 C -0.0079
2 C -0.0144

***

Q:
ORCA calculation (ωB97M-V/def2-TZVPD) on an isolated molecule of C3H3BrO.

Output
HOMO-LUMO gap = 8.517 eV

```
! RIJCOSX wB97M-V def2-TZVPD def2/J DEFGRID3
* xyz 0 1
C -0.450 -0.136 -0.082
C -0.898 -1.408 0.007
C 0.857 0.540 -0.023
O -1.464 -2.434 -0.033
Br -1.834 1.168 0.018
H 1.277 1.080 -0.931
H 1.744 -0.103 0.183
H 0.767 1.294 0.861
*
```

Results of the Löwdin charge analysis, in e, for atoms 1 through 2:
1 C -0.7382
2 C -0.2170

***

R:
ORCA calculation (ωB97M-V/def2-TZVPD) on a cluster of 2 separate species, C3H3BrO in total.

Output
HOMO-LUMO gap = 7.990 eV

```
! RIJCOSX wB97M-V def2-TZVPD def2/J DEFGRID3
* xyz 0 1
C -0.500 0.013 -0.353
C 2.295 -2.281 -1.108
C -1.089 1.006 0.563
O 1.550 -3.002 -0.672
Br 1.211 0.356 -1.072
H -0.329 1.189 1.383
H -2.123 0.695 0.918
H -1.015 2.024 0.340
*
```

Results of the Löwdin charge analysis, in e, for atoms 1 through 2:
1 C -0.4939
2 C -0.1403

***

Q: What are the energies relative to the best structure? A: P 1.548; Q 0.000; R 2.575, in eV.

***

P:
ORCA calculation (ωB97M-V/def2-TZVPD) on a structure of composition C6H6N2O2.

Output
HOMO-LUMO gap = 9.580 eV

```
! RIJCOSX wB97M-V def2-TZVPD def2/J DEFGRID3
* xyz 0 1
C 1.999 -0.992 -1.041
C 0.980 -0.680 -0.487
C -0.433 1.088 -0.872
C 0.093 1.508 0.465
C 0.022 0.604 1.446
C -1.158 -1.025 0.157
H 3.067 -1.066 -1.421
H 0.187 0.127 -0.005
H -1.504 -0.414 -1.787
H 0.519 2.469 0.610
H 0.535 0.805 2.394
H -0.655 -1.295 2.053
N -1.149 -0.109 -0.865
N -0.469 -0.659 1.243
O -0.361 1.758 -1.865
O -1.673 -2.118 -0.026
*
```

Results of the Löwdin charge analysis, in e, for atoms 1 through 2:
1 C 0.0712
2 C -0.1368

***

Q:
ORCA calculation (ωB97M-V/def2-TZVPD) on an isolated molecule of C6H6N2O2.

Output
HOMO-LUMO gap (spin up / spin down) = 8.305 / 7.610 eV

```
! RIJCOSX wB97M-V def2-TZVPD def2/J DEFGRID3
* xyz 0 1
C -1.977 -1.237 0.491
C -0.905 -1.645 -0.343
C -1.918 -0.013 1.144
C 0.127 -0.842 -0.699
C -0.875 0.826 0.856
C 0.222 0.463 -0.058
N 2.587 0.819 -1.085
N 1.285 1.302 -0.055
O 3.205 1.864 -1.230
O 1.283 2.478 -0.064
H -2.542 -2.041 0.736
H -1.044 -2.552 -0.832
H -2.773 0.211 1.761
H 0.993 -1.343 -1.331
H -0.791 1.693 1.474
H 3.125 0.019 -0.763
*
```

Results of the Löwdin charge analysis, in e, for atoms 1 through 2:
1 C -0.0638
2 C -0.1063

***

Q: What are the energies relative to the best structure? A: P 1.212; Q 0.000, in eV.

***

P:
ORCA calculation (ωB97M-V/def2-TZVPD) on a structure of composition C6H6N2O2.

Output
HOMO-LUMO gap = 9.172 eV

```
! RIJCOSX wB97M-V def2-TZVPD def2/J DEFGRID3
* xyz 0 1
N -2.263 2.045 2.868
C -1.602 0.915 2.804
C -0.869 0.566 1.597
C -0.230 0.267 0.615
C 0.495 -0.152 -0.552
N 1.107 0.616 -1.359
C 1.737 -0.252 -2.356
C 1.371 -1.686 -1.918
O 0.547 -1.481 -0.751
H 1.350 -0.003 -3.354
H 2.821 -0.078 -2.365
H 0.780 -2.235 -2.660
H 2.238 -2.287 -1.620
O -2.454 0.000 3.193
H -1.738 2.836 2.508
H -3.288 0.931 3.350
*
```

Results of the Löwdin charge analysis, in e, for atoms 1 through 2:
1 N 0.0957
2 C -0.4922

***

Q:
ORCA calculation (ωB97M-V/def2-TZVPD) on a cluster of 2 separate species, C6H6N2O2 in total.

Output
HOMO-LUMO gap = 10.078 eV

```
! RIJCOSX wB97M-V def2-TZVPD def2/J DEFGRID3
* xyz 0 1
C 3.306 -1.644 4.353
C 2.319 -1.374 3.771
C -1.628 -0.288 -0.325
C -2.271 0.009 -1.570
C -1.665 0.846 -2.449
C 0.438 0.914 -1.231
H 4.206 -1.689 5.079
H 1.509 -1.119 3.116
H 0.411 -0.066 0.345
H -3.209 -0.390 -1.769
H -2.207 0.906 -3.337
H 0.034 2.055 -3.016
N -0.289 0.084 -0.390
N -0.282 1.077 -2.438
O -2.106 -0.825 0.662
O 1.435 1.502 -0.800
*
```

Results of the Löwdin charge analysis, in e, for atoms 1 through 2:
1 C -0.0440
2 C -0.0364

***

Q: What are the energies relative to the best structure? A: P 2.026; Q 0.000, in eV.

***

P:
ORCA calculation (ωB97M-V/def2-TZVPD) on a cluster of 2 separate species, C6H6N2O2 in total.

Output
HOMO-LUMO gap = 9.891 eV

```
! RIJCOSX wB97M-V def2-TZVPD def2/J DEFGRID3
* xyz 0 1
C 1.144 0.678 -1.534
C 1.838 -0.322 -0.684
C 1.178 -1.438 -0.169
C -0.936 -0.679 -0.879
C -1.872 1.162 2.569
C -0.921 1.858 2.808
H -0.856 0.860 -2.064
H 2.860 -0.357 -0.199
H 1.781 -2.020 0.360
H -0.501 -2.379 -0.105
H -2.655 0.747 1.822
H -0.041 2.181 3.155
N -0.250 0.425 -1.453
N -0.137 -1.588 -0.449
O 1.446 1.728 -2.118
O -2.077 -0.854 -1.059
*
```

Results of the Löwdin charge analysis, in e, for atoms 1 through 2:
1 C -0.4029
2 C 0.0356

***

Q:
ORCA calculation (ωB97M-V/def2-TZVPD) on an isolated molecule of C6H6N2O2.

Output
HOMO-LUMO gap (spin up / spin down) = 8.440 / 8.438 eV

```
! RIJCOSX wB97M-V def2-TZVPD def2/J DEFGRID3
* xyz 0 1
C 2.290 -2.580 0.498
C 1.680 -1.309 0.436
C 1.865 1.191 0.608
C 0.224 -1.247 -0.014
C 0.386 1.228 0.436
C -0.254 0.167 -0.404
N 2.684 -3.627 0.540
N 2.352 -0.253 0.825
O 3.534 -0.268 1.277
O 2.660 2.089 0.467
H -0.027 -1.884 -0.786
H -0.215 -1.683 0.965
H 0.030 1.112 1.492
H 0.079 2.354 0.176
H 0.100 0.458 -1.543
H -1.371 0.139 -0.435
*
```

Results of the Löwdin charge analysis, in e, for atoms 1 through 2:
1 C -0.1680
2 C -0.1856

***

Q: What are the energies relative to the best structure? A: P 0.000; Q 0.386, in eV.

***

P:
ORCA calculation (ωB97M-V/def2-TZVPD) on the ion CH4N3OS with charge +1.

Output
HOMO-LUMO gap = 8.364 eV

```
! RIJCOSX wB97M-V def2-TZVPD def2/J DEFGRID3
* xyz 1 1
C -1.188 0.089 0.294
N -0.391 -0.256 -0.876
N -0.313 0.195 1.392
N 1.029 -0.324 -0.619
O -2.370 0.106 0.312
S 1.323 0.676 1.001
H -0.513 0.236 -1.787
H -0.711 0.467 2.208
H 1.550 -1.275 -0.545
H 1.583 0.085 -1.380
*
```

Results of the Löwdin charge analysis, in e, for atoms 1 through 2:
1 C -0.5453
2 N 0.0687

***

Q:
ORCA calculation (ωB97M-V/def2-TZVPD) on the ion CH4N3OS with charge +1.

Output
HOMO-LUMO gap = 8.570 eV

```
! RIJCOSX wB97M-V def2-TZVPD def2/J DEFGRID3
* xyz 1 1
C -0.402 0.733 -0.232
N 0.525 0.024 -0.883
N -1.260 0.038 0.564
N 1.555 0.829 -1.491
O -0.442 1.958 -0.554
S 0.826 2.202 -2.041
H 0.780 -0.931 -0.640
H -1.909 0.592 1.112
H 2.269 0.809 -0.851
H -0.828 -0.763 1.009
*
```

Results of the Löwdin charge analysis, in e, for atoms 1 through 2:
1 C -0.5191
2 N 0.0452

***

Q: What are the energies relative to the best structure? A: P 0.730; Q 0.000, in eV.

***

P:
ORCA calculation (ωB97M-V/def2-TZVPD) on an isolated molecule of C3H6N2O2S.

Output
HOMO-LUMO gap = 9.580 eV

```
! RIJCOSX wB97M-V def2-TZVPD def2/J DEFGRID3
* xyz 0 1
C -1.581 -0.288 0.963
C -1.078 -0.022 -0.556
C 1.759 0.103 -0.149
H -1.769 -1.216 0.992
H -0.621 -0.056 1.483
H -2.403 0.401 1.108
H -1.864 0.107 -1.181
H 1.462 -1.746 -0.972
H 1.737 2.045 0.788
N 0.876 -0.953 -0.654
N 1.171 1.211 0.208
O -0.466 -1.025 -1.157
O 2.936 -0.187 -0.044
S -0.160 1.626 -0.828
*
```

Results of the Löwdin charge analysis, in e, for atoms 1 through 2:
1 C 0.0053
2 C -0.6206

***

Q:
ORCA calculation (ωB97M-V/def2-TZVPD) on an isolated molecule of C3H6N2O2S.

Output
HOMO-LUMO gap = 8.119 eV

```
! RIJCOSX wB97M-V def2-TZVPD def2/J DEFGRID3
* xyz 0 1
C -1.317 -0.280 -1.034
C -0.164 0.674 -1.025
C -1.453 -0.574 0.472
N -0.030 1.331 0.254
N 2.257 -1.088 1.517
O 1.700 0.108 1.623
O 3.469 -1.134 1.506
S -0.421 0.121 1.472
H -2.209 0.076 -1.489
H -1.021 -1.159 -1.555
H 0.806 0.184 -1.501
H -0.522 1.504 -1.689
H -1.974 -1.364 0.931
H 0.878 1.601 0.518
*
```

Results of the Löwdin charge analysis, in e, for atoms 1 through 2:
1 C -0.1925
2 C -0.2998

***

Q: What are the energies relative to the best structure? A: P 0.000; Q 1.723, in eV.